Computed, not measured: a molecular structure, C8H24ClI2N2OP2Ru in a non-equilibrium geometry, with ωB97M-V/def2-TZVPD.

Geometry (Å):
C1 2.81862 -0.05221 0.35596
C2 -0.65441 -1.35638 4.16795
H1 2.72477 -2.35696 -1.47436
H2 -3.88180 -1.29155 -2.27072
H3 1.28819 2.24626 2.46871
H4 -0.23730 -2.07473 4.84551
I1 -0.07850 1.78668 -0.14686
H5 2.48699 1.51868 -3.08601
C3 -2.80584 -1.50691 -2.13969
H6 0.66288 -0.06126 5.13812
Cl1 0.02587 -0.15096 -4.78168
N1 1.16241 1.70446 3.30690
C4 -2.89663 1.37412 -2.27639
Ru1 -0.02353 -0.40476 -2.58613
C5 2.82141 -1.47274 -2.11913
H7 -1.69935 -1.16511 4.40116
H8 3.97761 1.13651 -2.12297
H9 -2.28278 -1.66690 -3.10486
H10 3.88456 -1.21103 -2.24712
H11 2.38041 0.66238 1.06512
H12 2.74770 2.28911 -1.46244
P1 -2.07754 -0.00839 -1.40168
C6 0.10895 0.77056 3.28011
H13 -2.76745 2.31402 -1.71323
H14 2.31634 -1.60455 -3.09575
I2 -0.01632 -1.42479 0.38764
N2 0.11293 -0.14559 4.30574
H15 -2.41671 1.46036 -3.26416
H16 2.76373 -1.03117 0.84854
H17 1.26397 2.24771 4.14629
C7 -2.97164 0.05773 0.23043
H18 -3.97140 1.12812 -2.36542
H19 3.89279 0.17752 0.27890
H20 -2.75269 -0.80676 0.86654
H21 -2.71462 0.93135 0.83809
O1 -0.78915 0.71413 2.41540
H22 -0.59341 -1.78093 3.13578
H23 -2.66066 -2.35566 -1.45255
H24 -4.05770 0.07883 0.03980
P2 2.01229 -0.05097 -1.33777
C8 2.89700 1.38174 -2.07377

As for the net charge: +3. Its energy relative to the best compared isomer or geometry (same formula, charge and spin) is 1.444 eV. For the LUMO energy (alpha / beta), the calculation gives -12.4 / -14.3 eV. Its expectation value of S² is 6.142. As for the multiplicity: 5. The value obtained for the largest force on an atom is 3.4 eV/Å. The HOMO-LUMO gap (alpha / beta) is 6.56 / 4.89 eV.